<1>
Density functional theory data (ωB97M-V with the def2-TZVPD basis set) for C2H6N4S2 in the gas phase.

HOMO (alpha / beta)	-8.6 / -8.6	eV
molar mass	150.23	g mol⁻¹
Kohn-Sham gap (alpha / beta)	6.92 / 6.92	eV
multiplicity	1

Atoms and positions in Å:
1 N 0.2805 -1.0051 1.6545
2 C 0.4351 0.1064 0.8283
3 C 0.7635 -0.0856 -0.6590
4 N 1.6465 0.8444 -1.3170
5 N -0.5370 0.5065 -0.2705
6 N -1.7926 0.0084 -0.3208
7 S -2.1351 -1.3306 -1.1955
8 S -2.8844 0.7607 0.6976
9 H -0.3988 -1.7219 1.2302
10 H -0.1460 -0.6739 2.4532
11 H 0.9055 0.9533 1.3372
12 H 0.7430 -1.0080 -1.2849
13 H 1.7143 1.8528 -0.9031
14 H 1.4055 0.7927 -2.2502

***

<2>
Density functional theory data (ωB97M-V with the def2-TZVPD basis set) for a 2-piece molecular cluster, C2H6N4S2 overall.

HOMO	-7.9	eV
molar mass	150.23	g mol⁻¹
Kohn-Sham gap	8.06	eV
multiplicity	1

Atoms and positions in Å:
1 C -1.1437 -2.2766 0.2917
2 C -1.2914 -1.5228 1.3378
3 N 1.8041 0.4040 -1.1349
4 N -0.2920 1.0667 -0.6769
5 N 0.9214 0.9516 -0.4734
6 N 1.2318 1.5285 0.8068
7 S -0.9093 -3.1127 -1.0380
8 S -0.6710 0.2381 -2.0977
9 H -2.2573 -0.9211 1.3046
10 H -0.4859 -1.5285 2.0714
11 H 2.6528 0.3286 -0.5577
12 H 0.4008 2.1757 1.1139
13 H 2.0101 2.1771 0.8225
14 H -1.9703 0.4913 -1.7702

***

Which of them is most stable? Easy: <1>.

***

<1>
Density functional theory data (ωB97M-V with the def2-TZVPD basis set) for C2H2N2OS2 as an isolated structure.

HOMO	-8.8	eV
molar mass	134.19	g mol⁻¹
Kohn-Sham gap	8.66	eV
multiplicity	1

Atoms and positions in Å:
1 C -0.8053 -0.1021 -0.1283
2 C 1.2049 -0.1114 -0.0336
3 H -2.1665 -1.9600 0.0282
4 H 1.1169 1.8696 0.5676
5 N 0.1201 -0.9508 -0.3111
6 N 0.8227 1.2845 -0.1623
7 O -0.6008 1.2420 -0.0475
8 S -2.4528 -0.5804 0.0497
9 S 2.7608 -0.6916 0.0373

***

<2>
Density functional theory data (ωB97M-V with the def2-TZVPD basis set) for C2H2N2OS2 in the gas phase.

HOMO	-9.0	eV
molar mass	134.19	g mol⁻¹
Kohn-Sham gap	7.87	eV
multiplicity	1

Atoms and positions in Å:
1 S 2.2665 2.4981 -0.1487
2 C 1.3413 1.3266 0.4721
3 N 0.6561 0.3521 -0.1698
4 N -0.0885 -0.5017 0.7129
5 O 0.2341 0.0826 2.0637
6 C 1.1015 1.0447 1.9104
7 S 1.6535 1.8228 3.2173
8 H 0.1818 0.3404 -1.0661
9 H -1.0968 -0.1346 0.6374

***

Which of them is most stable? Easy: <1>.

***

<1>
Density functional theory data (ωB97M-V with the def2-TZVPD basis set) for C6H9N in the gas phase.

HOMO	-8.2	eV
molar mass	95.14	g mol⁻¹
Kohn-Sham gap	9.18	eV
multiplicity	1

Atoms and positions in Å:
1 C -1.1025 1.0055 1.1609
2 C 1.1933 0.5098 1.4697
3 C 0.2143 0.8670 0.3549
4 C 0.1945 -0.3064 -0.6089
5 C -0.4159 -0.3346 -1.9758
6 C 0.9001 -1.2731 -0.0216
7 N 1.4443 -0.7649 1.1980
8 H -1.0822 1.9278 1.7483
9 H -1.9821 1.0089 0.5121
10 H -1.1987 0.1725 1.8674
11 H 0.4355 1.8224 -0.1354
12 H -0.2960 -1.3163 -2.4464
13 H 0.0744 0.3990 -2.6293
14 H -1.4839 -0.0884 -1.9667
15 H 1.1146 -2.2841 -0.3472
16 H 1.9902 -1.3453 1.8200

***

<2>
Density functional theory data (ωB97M-V with the def2-TZVPD basis set) for C6H9N in the gas phase.

HOMO	-8.4	eV
molar mass	95.14	g mol⁻¹
Kohn-Sham gap	9.60	eV
multiplicity	1

Atoms and positions in Å:
1 C -1.8476 0.6059 -0.0273
2 C -0.4664 0.0629 -0.2403
3 C -0.0940 -1.1954 -0.9398
4 C 0.2304 -1.0519 0.5174
5 C 1.4033 -0.0782 0.8373
6 N 2.0563 0.5810 -0.2115
7 C 0.7478 1.0070 0.0488
8 H -1.8785 1.1811 0.9078
9 H -2.5864 -0.1990 0.0537
10 H -2.1453 1.2765 -0.8428
11 H -0.9402 -1.8558 -1.1306
12 H 0.6843 -1.2237 -1.6981
13 H -0.1925 -1.7129 1.2707
14 H 1.6869 0.1181 1.8675
15 H 2.7654 0.5038 -0.9128
16 H 0.5764 1.9806 0.5002

***

<3>
Density functional theory data (ωB97M-V with the def2-TZVPD basis set) for C6H9N in the gas phase.

HOMO	-9.3	eV
molar mass	95.14	g mol⁻¹
Kohn-Sham gap	10.19	eV
multiplicity	1

Atoms and positions in Å:
1 C -2.0794 -0.9420 1.9059
2 C -1.9219 -0.5081 0.5355
3 C -1.4218 0.0732 -0.4035
4 C -0.1532 0.8369 -0.1409
5 C 1.0327 0.0395 -0.5912
6 C 1.5645 0.2631 -1.9398
7 N 2.2458 0.8223 -0.7644
8 H -2.9321 -1.5993 2.0348
9 H -2.1818 -0.0498 2.5396
10 H -1.1588 -1.4646 2.1982
11 H -0.0655 0.9809 0.9480
12 H -0.1675 1.8247 -0.5910
13 H 1.1108 -0.9674 -0.1711
14 H 1.0518 0.9928 -2.5628
15 H 2.0121 -0.5725 -2.4695
16 H 3.0643 0.2702 -0.5277

***

Which of them is most stable? Easy: <1>.